Computed, not measured: 8 unconnected molecules or ions with the total composition C18H45BN6O28S7, with the ωB97M-V functional and the def2-TZVPD basis.

```
105
Properties=species:S:1:pos:R:3:mulliken_charge:R:1
N -2.586 2.936 -0.016 -0.75
C -1.451 3.797 0.342 0.95
N -1.648 5.055 -0.388 -0.78
N -1.559 3.990 1.773 -0.15
C -0.120 3.162 -0.075 -0.96
B 1.160 3.658 0.700 0.56
C 1.819 2.958 1.949 -1.45
C 1.254 3.327 3.330 0.98
N 0.169 2.510 3.789 -0.46
N 0.912 4.748 3.396 -0.57
N 2.355 3.040 4.293 -0.80
H -2.431 2.663 -0.980 0.27
H -2.467 2.083 0.524 0.18
H -2.356 5.563 0.125 0.33
H -0.784 5.580 -0.325 0.29
H -2.482 3.740 2.096 0.04
H -1.309 4.921 2.060 0.22
H 0.012 3.413 -1.113 0.41
H -0.211 2.093 0.017 -0.16
H 1.729 4.630 0.272 -0.17
H 2.865 3.203 2.000 0.39
H 1.769 1.884 1.879 0.22
H -0.353 2.116 3.020 0.14
H 0.539 1.738 4.324 0.30
H 0.693 4.960 4.361 0.26
H 1.737 5.299 3.188 0.25
H 3.015 3.801 4.270 0.28
H 1.959 2.985 5.223 0.24
C -4.619 0.908 5.386 -0.42
C -3.452 0.676 4.457 -0.07
O -3.905 1.186 3.190 -0.18
S -4.881 2.420 3.428 1.08
O -4.130 3.614 3.296 -0.63
O -6.074 2.204 2.703 -0.57
O -5.151 2.180 4.981 -0.32
H -5.395 0.152 5.252 0.31
H -4.322 0.940 6.429 0.32
H -3.187 -0.369 4.371 0.26
H -2.575 1.253 4.764 0.14
C -0.792 3.114 -6.062 -0.29
C -1.623 3.874 -5.056 -0.38
O -2.141 2.856 -4.189 -0.32
S -1.087 1.679 -4.073 0.79
O -0.317 1.861 -2.890 -0.24
O -1.746 0.451 -4.333 -0.57
O -0.166 2.072 -5.298 -0.22
H -1.411 2.650 -6.830 0.31
H -0.039 3.737 -6.533 0.29
H -2.433 4.434 -5.511 0.34
H -1.007 4.549 -4.457 0.27
C 5.012 3.846 -5.478 -0.42
C 4.542 4.130 -4.071 -0.32
O 3.207 3.603 -4.035 -0.25
S 3.102 2.327 -4.984 1.03
O 3.240 1.146 -4.208 -0.45
O 1.995 2.488 -5.844 -0.51
O 4.463 2.555 -5.785 -0.31
H 4.609 4.568 -6.190 0.29
H 6.095 3.825 -5.560 0.32
H 4.539 5.189 -3.833 0.31
H 5.141 3.594 -3.333 0.29
C 2.864 -1.267 -2.233 -0.34
C 2.007 -0.508 -1.248 0.16
O 1.342 -1.545 -0.492 -0.15
S 2.297 -2.812 -0.362 1.17
O 2.958 -2.761 0.890 -0.61
O 1.585 -3.963 -0.787 -0.55
O 3.344 -2.402 -1.489 -0.34
H 2.278 -1.635 -3.078 0.30
H 3.693 -0.675 -2.601 0.34
H 1.284 0.139 -1.730 -0.06
H 2.617 0.080 -0.558 0.13
C -1.781 -2.989 -3.739 -0.21
C -2.159 -2.605 -2.329 0.01
O -3.423 -3.271 -2.114 -0.31
S -3.441 -4.648 -2.915 1.09
O -3.078 -5.691 -2.024 -0.55
O -4.618 -4.709 -3.695 -0.56
O -2.194 -4.361 -3.863 -0.36
H -2.326 -2.395 -4.473 0.29
H -0.714 -2.903 -3.924 0.27
H -2.262 -1.531 -2.202 0.32
H -1.443 -2.989 -1.599 0.01
C 4.043 -6.395 2.007 -0.28
C 3.179 -5.644 2.984 -0.14
O 2.514 -6.669 3.743 -0.28
S 3.474 -7.934 3.882 1.07
O 4.132 -7.887 5.134 -0.54
O 2.759 -9.083 3.463 -0.54
O 4.528 -7.525 2.752 -0.34
H 3.458 -6.764 1.162 0.32
H 4.869 -5.794 1.640 0.30
H 2.458 -4.999 2.499 0.15
H 3.786 -5.053 3.673 0.28
C -2.212 -5.457 1.163 -0.14
C -2.649 -5.980 2.508 -0.48
O -2.148 -5.006 3.443 -0.34
S -2.173 -3.567 2.768 1.08
O -3.349 -2.884 3.176 -0.57
O -0.895 -2.973 2.921 -0.53
O -2.365 -4.030 1.265 -0.18
H -1.160 -5.679 0.973 0.21
H -2.814 -5.840 0.346 0.31
H -2.247 -6.964 2.728 0.35
H -3.737 -6.005 2.595 0.31
```

Computed properties:
LUMO level ... -0.191 eV
2S+1 ... 1

---

Computed, not measured: 5 unconnected molecules or ions with the total composition C31H55N2O14, with the ωB97M-V functional and the def2-TZVPD basis.

```
102
Properties=species:S:1:pos:R:3:mulliken_charge:R:1
C -0.584 1.639 3.689 -0.60
C -2.155 1.740 3.300 0.72
C -2.635 3.140 2.701 -0.77
N -2.957 0.670 3.533 -1.02
N -3.122 -0.055 2.311 0.99
C -4.607 -0.398 2.151 -0.43
C -5.302 0.616 1.084 -0.40
C -6.803 1.061 1.548 -0.31
C -7.338 2.258 0.634 0.26
O -7.322 3.470 0.987 -0.50
O -7.884 2.016 -0.686 -0.46
C -2.224 -1.257 2.257 -0.49
C -1.433 -1.455 0.864 -0.85
C -0.570 -0.180 0.411 0.55
C -1.233 0.898 -0.526 -0.31
C -0.529 2.191 -0.996 -0.53
C 0.932 2.443 -0.518 -0.57
C 1.578 1.363 0.376 -0.55
C 0.890 0.069 0.879 -0.25
H -0.033 2.442 3.072 0.34
H -0.208 0.583 3.493 -0.03
H -0.488 1.838 4.819 0.35
H -1.704 3.786 2.500 0.33
H -3.314 3.742 3.394 0.28
H -3.154 3.038 1.671 0.18
H -2.916 0.624 1.555 -0.07
H -5.100 -0.243 3.170 0.33
H -4.749 -1.448 1.733 0.24
H -5.307 0.126 0.038 0.38
H -4.724 1.599 0.963 0.08
H -7.438 0.115 1.508 0.33
H -6.735 1.444 2.632 0.36
H -7.133 2.226 -1.294 0.34
H -2.824 -2.222 2.466 0.38
H -1.436 -1.217 3.099 0.12
H -2.106 -1.845 0.013 0.33
H -0.660 -2.298 1.038 0.34
H -2.315 0.713 -0.867 0.38
H -1.119 2.924 -1.654 0.40
H 1.442 3.405 -0.853 0.43
H 2.664 1.527 0.701 0.37
H 1.435 -0.667 1.554 0.29
C -10.027 -1.795 6.370 -1.11
C -10.161 -1.378 4.918 -0.21
O -8.982 -1.722 4.176 -0.29
C -8.883 -3.010 3.811 0.67
O -9.686 -3.879 4.043 -0.55
O -7.719 -3.168 3.158 -0.23
C -7.443 -4.520 2.788 -0.68
H -9.111 -1.386 6.805 0.28
H -10.882 -1.447 6.953 0.37
H -9.966 -2.882 6.465 0.31
H -10.262 -0.292 4.861 0.30
H -11.052 -1.810 4.455 0.31
H -8.274 -4.958 2.231 0.31
H -7.222 -5.111 3.679 0.32
H -6.561 -4.518 2.145 0.19
C 6.824 2.925 -5.388 -0.99
C 6.428 3.096 -3.935 -0.16
O 5.039 3.436 -3.819 -0.36
C 4.181 2.413 -3.945 0.75
O 4.473 1.256 -4.132 -0.55
O 2.931 2.902 -3.849 -0.35
C 1.912 1.924 -4.052 -0.59
H 6.549 3.809 -5.969 0.30
H 7.901 2.762 -5.479 0.26
H 6.309 2.074 -5.841 0.31
H 6.991 3.926 -3.500 0.28
H 6.661 2.205 -3.345 0.30
H 2.053 1.061 -3.399 0.30
H 1.897 1.616 -5.100 0.36
H 0.953 2.384 -3.812 0.14
C -0.785 -8.206 4.441 -1.10
C -0.648 -7.761 2.997 -0.17
O -0.730 -6.333 2.891 -0.35
C 0.385 -5.664 3.216 0.67
O 1.430 -6.150 3.571 -0.54
O 0.132 -4.346 3.100 -0.21
C 1.221 -3.517 3.503 -0.43
H -1.695 -7.794 4.885 0.29
H -0.819 -9.295 4.508 0.36
H 0.053 -7.850 5.045 0.31
H -1.476 -8.168 2.412 0.29
H 0.277 -8.132 2.547 0.31
H 2.144 -3.792 2.990 0.35
H 1.350 -3.576 4.586 0.36
H 0.973 -2.487 3.239 -0.13
C 12.138 3.070 -9.784 -1.09
C 10.973 3.915 -9.305 -0.19
O 10.608 3.568 -7.964 -0.33
C 11.391 4.079 -7.000 0.73
O 12.346 4.798 -7.166 -0.55
O 10.939 3.634 -5.815 -0.27
C 11.740 4.037 -4.704 -0.67
H 11.919 2.006 -9.660 0.29
H 12.352 3.268 -10.837 0.36
H 13.041 3.279 -9.206 0.31
H 10.099 3.715 -9.930 0.28
H 11.189 4.984 -9.386 0.31
H 11.889 5.118 -4.692 0.32
H 12.699 3.516 -4.730 0.29
H 11.214 3.750 -3.792 0.21
```

Computed properties:
Net charge ... +1
LUMO level ... -4.726 eV
2S+1 ... 1

---

Computed, not measured: 2 unconnected molecules or ions with the total composition C4H9NO, with the ωB97M-V functional and the def2-TZVPD basis.

```
15
Properties=species:S:1:pos:R:3:mulliken_charge:R:1
C -0.160 1.559 -1.900 -1.17
C 0.364 0.394 -1.104 -0.10
C -0.340 -0.155 -0.131 -0.02
N 0.079 -1.227 0.734 -0.38
C 1.084 -1.934 0.461 -0.30
H -1.244 1.603 -1.863 0.33
H 0.135 1.544 -2.953 0.34
H 0.231 2.479 -1.457 0.26
H 1.388 0.089 -1.297 0.23
H -1.318 0.173 0.172 0.40
H 1.725 -1.830 -0.407 0.17
H 1.375 -2.734 1.133 0.25
H -1.028 -0.743 2.596 0.36
H -0.819 0.737 3.066 0.30
O -1.473 0.046 2.950 -0.67
```

Computed properties:
LUMO level ... 0.552 eV
2S+1 ... 1

---

Computed, not measured: 5 unconnected molecules or ions with the total composition C25H47BO15P2, with the ωB97M-V functional and the def2-TZVPD basis.

```
90
Properties=species:S:1:pos:R:3:mulliken_charge:R:1
C -0.237 -2.662 3.086 -0.69
O -0.753 -1.784 2.090 -0.46
B -0.630 -2.055 0.776 0.67
O 0.252 -3.037 0.368 -0.34
P -1.578 -1.017 -0.621 -0.07
O -1.387 0.535 -0.063 -0.43
C -0.138 1.200 -0.302 -0.37
C 0.090 1.702 -1.741 1.06
C -1.259 2.003 -2.399 -2.05
C 1.088 0.881 -2.641 0.79
C 0.485 0.393 -3.960 -1.72
C 1.791 -0.291 -1.957 -1.13
P -3.592 -1.346 0.189 -0.13
C -4.592 -0.634 -1.196 -1.00
C -3.621 -3.144 -0.288 -1.08
H 0.834 -2.509 3.226 0.27
H -0.410 -3.704 2.817 0.27
H -0.760 -2.434 4.012 0.25
H 0.013 -3.453 -0.460 0.22
H 0.678 0.558 0.040 0.14
H -0.169 2.061 0.367 0.35
H 0.568 2.675 -1.596 0.15
H -1.891 2.566 -1.710 0.41
H -1.805 1.103 -2.679 0.35
H -1.123 2.612 -3.294 0.49
H 1.883 1.587 -2.902 0.26
H 0.215 1.218 -4.620 0.40
H -0.402 -0.223 -3.795 0.25
H 1.212 -0.225 -4.491 0.47
H 2.503 -0.743 -2.651 0.62
H 2.366 0.027 -1.089 -0.10
H 1.089 -1.070 -1.648 0.09
H -5.453 -1.286 -1.360 0.36
H -4.969 0.343 -0.896 0.38
H -4.061 -0.536 -2.141 0.31
H -3.055 -3.373 -1.196 0.32
H -4.657 -3.440 -0.456 0.41
H -3.229 -3.744 0.536 0.29
C -9.970 0.935 -2.573 -1.42
C -8.920 1.159 -3.627 0.48
C -9.012 0.273 -4.856 -0.50
O -7.644 0.154 -5.255 -0.33
C -6.867 0.345 -4.159 0.61
O -5.699 0.139 -4.110 -0.48
O -7.617 0.801 -3.129 -0.30
H -9.796 1.579 -1.713 0.35
H -10.957 1.163 -2.980 0.38
H -9.957 -0.103 -2.238 0.35
H -8.874 2.211 -3.923 0.26
H -9.589 0.695 -5.674 0.30
H -9.392 -0.721 -4.603 0.30
C 3.804 0.764 1.717 -1.38
C 3.942 2.142 1.126 0.54
C 3.906 3.282 2.124 -0.37
O 3.341 4.352 1.362 -0.40
C 2.584 3.809 0.377 0.50
O 1.828 4.422 -0.305 -0.53
O 2.806 2.477 0.297 -0.10
H 3.804 0.006 0.936 0.26
H 4.641 0.567 2.390 0.45
H 2.874 0.685 2.282 0.32
H 4.833 2.217 0.497 0.20
H 4.883 3.576 2.498 0.30
H 3.236 3.052 2.958 0.17
C 4.503 4.585 7.799 -1.50
C 4.216 3.653 6.653 0.62
C 3.251 2.519 6.943 -0.46
O 3.717 1.487 6.067 -0.32
C 5.034 1.701 5.825 0.64
O 5.752 0.934 5.273 -0.53
O 5.401 2.918 6.285 -0.35
H 5.238 5.335 7.510 0.36
H 3.587 5.098 8.095 0.38
H 4.890 4.030 8.653 0.36
H 3.893 4.207 5.766 0.20
H 2.212 2.742 6.716 0.30
H 3.343 2.171 7.975 0.33
C 3.399 -4.806 -0.206 -1.44
C 3.184 -4.522 -1.667 0.76
C 3.804 -5.517 -2.632 -0.46
O 4.073 -4.708 -3.780 -0.34
C 4.213 -3.424 -3.366 0.64
O 4.608 -2.533 -4.043 -0.53
O 3.839 -3.307 -2.071 -0.33
H 2.946 -4.030 0.409 0.26
H 2.932 -5.759 0.048 0.37
H 4.463 -4.865 0.027 0.41
H 2.119 -4.398 -1.889 0.07
H 3.149 -6.336 -2.916 0.31
H 4.748 -5.909 -2.245 0.29
```

Computed properties:
LUMO level ... 0.409 eV
2S+1 ... 1

---

no.,orbital gap (eV)
1,8.128
2,7.157
3,9.954
4,7.873